Record 1
Density functional theory data (ωB97M-V/def2-TZVPD) for a cluster of 2 separate species, C6H15FNOP in total.

## Properties
Lowest unoccupied orbital energy (eV): 0.85
E_tot (Eh): -808.80081
Energy relative to the best compared isomer or geometry (same formula, charge and spin) (kcal/mol): 35.1
SMILES: CC(C)(C)P(O)F.C=NC

Geometry (Å):
1 C 2.15 0.84 1.21
2 C 2.14 -0.06 -0.05
3 C 2.46 -1.50 0.35
4 C 3.13 0.50 -1.06
5 P 0.45 -0.02 -0.90
6 O -0.47 -0.06 0.41
7 F 0.39 1.69 -1.10
8 H 2.68 1.77 1.21
9 H 1.19 1.04 1.65
10 H 2.61 0.29 2.00
11 H 2.81 -2.09 -0.57
12 H 1.64 -2.10 0.75
13 H 3.26 -1.51 1.13
14 H 2.65 1.46 -1.19
15 H 4.01 0.60 -0.36
16 H 3.34 -0.33 -1.81
17 H -1.47 0.07 0.40
18 C -4.21 -1.15 0.43
19 N -3.43 -0.24 0.08
20 C -3.93 0.78 -0.82
21 H -5.26 -1.25 0.11
22 H -4.01 -1.83 1.20
23 H -4.57 1.59 -0.20
24 H -2.97 1.25 -1.31
25 H -4.60 0.27 -1.55

Atom charges from the natural (NBO) analysis, given in e for atoms 1 to 8:
1. C -0.628
2. C -0.366
3. C -0.623
4. C -0.646
5. P 1.383
6. O -1.048
7. F -0.619
8. H 0.213

Record 2
Density functional theory data (ωB97M-V/def2-TZVPD) for a structure of composition C6H15IrN2S.

## Properties
Total charge: +3
Lowest unoccupied orbital energy (spin up / spin down) (eV): -15.30 / -17.20
2S+1: 2
E_tot (Eh): -848.25966

Geometry (Å):
1 Ir 0.00 0.00 0.00
2 C 1.32 2.31 -0.48
3 C 2.42 1.34 0.03
4 N 1.98 -0.05 -0.06
5 C 2.34 -0.91 1.05
6 C 1.71 -0.54 2.41
7 S -0.06 -0.07 2.30
8 C 0.09 1.75 2.43
9 C -0.50 2.48 1.21
10 N -0.05 1.98 -0.07
11 H 1.57 3.35 -0.22
12 H 1.34 2.26 -1.58
13 H 3.33 1.48 -0.56
14 H 2.68 1.62 1.05
15 H 2.24 -0.54 -1.08
16 H 2.01 -1.92 0.79
17 H 3.43 -0.96 1.16
18 H 1.77 -1.42 3.06
19 H 2.28 0.25 2.90
20 H -0.46 2.06 3.32
21 H 1.13 2.06 2.58
22 H -1.59 2.36 1.25
23 H -0.32 3.56 1.30
24 H -0.82 2.24 -0.96
25 H -1.72 0.00 0.00

Atom charges from the natural (NBO) analysis, given in e for atoms 1 to 8:
1. Ir 0.931
2. C -0.294
3. C -0.284
4. N -0.564
5. C -0.283
6. C -0.573
7. S 0.770
8. C -0.572

Record 3
Density functional theory data (ωB97M-V/def2-TZVPD) for an isolated molecule of C6H15N.

## Properties
Lowest unoccupied orbital energy (eV): 1.10
E_tot (Eh): -292.31816
Energy relative to the best compared isomer or geometry (same formula, charge and spin) (kcal/mol): 31.9
SMILES: CN[C@@H](C)C(C)C

Geometry (Å):
1 C -1.68 2.01 -0.85
2 N -1.33 0.60 -0.59
3 C -0.01 0.41 0.07
4 C -0.09 0.76 1.57
5 C 0.61 -0.87 -0.41
6 C 2.14 -0.91 -0.59
7 C 0.00 -2.08 0.34
8 H -1.59 2.16 -1.93
9 H -1.00 2.66 -0.30
10 H -2.71 2.17 -0.51
11 H -1.99 -0.04 -0.20
12 H 0.60 1.22 -0.38
13 H -0.73 0.07 2.11
14 H 0.85 0.81 2.12
15 H -0.57 1.73 1.67
16 H 0.32 -1.03 -1.46
17 H 2.64 -0.17 -0.01
18 H 2.63 -1.87 -0.75
19 H 2.35 -0.52 -1.60
20 H -1.08 -2.21 0.26
21 H 0.14 -1.88 1.41
22 H 0.49 -3.01 0.03

Atom charges from the natural (NBO) analysis, given in e for atoms 1 to 8:
1. C -0.409
2. N -0.656
3. C -0.037
4. C -0.634
5. C -0.228
6. C -0.620
7. C -0.610
8. H 0.192

Record 4
Density functional theory data (ωB97M-V/def2-TZVPD) for an isolated molecule of C6H15N.

## Properties
Lowest unoccupied orbital energy (eV): 0.99
E_tot (Eh): -292.28150
Energy relative to the best compared isomer or geometry (same formula, charge and spin) (kcal/mol): 54.9
SMILES: CCCC[C@H](C)N

Geometry (Å):
1 C -1.70 0.11 -1.73
2 C -1.25 1.32 -0.85
3 C 0.34 1.45 -0.57
4 C 1.04 0.07 -0.22
5 C 0.43 -0.81 0.73
6 C 0.17 0.02 2.01
7 N 1.16 -2.11 0.78
8 H -1.75 -0.84 -1.22
9 H -2.64 0.37 -2.12
10 H -1.03 0.10 -2.59
11 H -1.60 2.30 -1.19
12 H -1.61 1.24 0.16
13 H 0.92 1.64 -1.44
14 H 0.47 2.18 0.27
15 H 0.86 -0.20 -1.36
16 H 2.14 0.21 0.12
17 H -0.58 -1.12 0.48
18 H -0.75 0.60 1.75
19 H 1.01 0.82 2.28
20 H -0.10 -0.69 2.90
21 H 1.80 -1.98 -0.04
22 H 0.60 -2.85 0.29

Atom charges from the natural (NBO) analysis, given in e for atoms 1 to 8:
1. C -0.622
2. C -0.398
3. C -0.388
4. C -0.424
5. C -0.102
6. C -0.615
7. N -0.812
8. H 0.209